Record 1
Computed, not measured: a 12-piece molecular cluster, C36H104N8O12 overall at a distorted geometry, with the ωB97M-V functional and the def2-TZVPD basis.

```
160
Properties=species:S:1:pos:R:3:mulliken_charge:R:1
C 1.661 3.257 -3.875 -1.1877
C 1.205 4.471 -3.118 0.1260
C -0.298 4.757 -3.490 -0.2266
O -0.354 5.093 -4.910 -0.4059
C -1.671 5.058 -5.436 -0.4847
N 1.389 4.106 -1.702 -0.4806
H 2.743 3.205 -3.752 0.3749
H 1.344 3.328 -4.916 0.4197
H 1.279 2.301 -3.517 0.1416
H 1.839 5.320 -3.372 0.3782
H -0.656 5.552 -2.836 0.4949
H -0.889 3.897 -3.174 -0.1440
H -1.636 5.363 -6.482 0.2580
H -2.282 5.713 -4.815 0.3330
H -2.124 4.071 -5.340 0.0116
H 0.877 3.270 -1.458 0.0457
H 2.350 3.931 -1.443 0.3222
C 0.174 -4.518 -4.274 -1.4253
C -0.339 -5.858 -3.809 0.4618
C 0.509 -7.055 -4.375 -0.8324
O 0.015 -8.368 -4.025 -0.3058
C 0.803 -9.495 -4.327 -0.7626
N -0.395 -5.985 -2.351 -0.5404
H 1.188 -4.262 -3.965 0.2365
H -0.493 -3.707 -3.982 0.1897
H 0.186 -4.451 -5.362 0.4998
H -1.356 -5.963 -4.187 0.2649
H 1.541 -7.093 -4.027 0.4171
H 0.453 -6.852 -5.444 0.3532
H 0.132 -10.347 -4.225 0.2480
H 1.647 -9.623 -3.649 0.3093
H 1.240 -9.500 -5.326 0.3128
H -0.873 -6.849 -2.137 0.2742
H 0.562 -6.116 -2.055 0.2161
C 1.310 5.393 4.264 -1.3457
C 1.891 4.050 3.826 0.8703
C 2.990 3.564 4.865 -1.3958
O 3.657 2.427 4.543 -0.1609
C 4.939 2.215 5.267 -0.8003
N 0.843 3.106 3.762 -0.5370
H 2.119 6.101 4.443 0.4018
H 0.686 5.302 5.153 0.3525
H 0.636 5.831 3.528 0.2085
H 2.450 4.074 2.890 0.2169
H 2.569 3.540 5.870 0.3580
H 3.732 4.361 4.921 0.4879
H 4.877 2.063 6.345 0.3231
H 5.678 2.962 4.977 0.3684
H 5.278 1.327 4.735 0.1487
H 1.273 2.192 3.753 0.0754
H 0.311 3.115 2.904 0.2057
C -4.523 3.320 -1.664 -1.0581
C -4.185 4.578 -0.852 0.4397
C -2.585 4.737 -0.560 0.2783
O -2.374 5.938 0.126 -0.4643
C -1.081 6.153 0.533 -0.4999
N -4.595 5.779 -1.557 -0.7880
H -4.061 3.428 -2.646 0.2406
H -5.590 3.192 -1.848 0.3970
H -4.254 2.363 -1.217 -0.0025
H -4.714 4.623 0.100 0.4605
H -2.075 4.625 -1.517 -0.4335
H -2.193 3.887 -0.001 0.2720
H -0.443 6.050 -0.345 0.1511
H -0.835 5.597 1.438 0.2240
H -0.998 7.196 0.836 0.2854
H -5.557 6.036 -1.387 0.2382
H -4.050 6.543 -1.185 0.2627
C -5.613 -1.330 1.517 -1.5719
C -4.183 -1.717 1.960 1.6778
C -3.602 -0.593 2.766 -0.9007
O -2.175 -0.870 2.959 -0.1925
C -1.528 0.265 3.490 -0.1924
N -4.184 -3.020 2.674 -0.8245
H -6.159 -2.162 1.075 0.2940
H -5.651 -0.419 0.918 0.3844
H -6.268 -1.098 2.356 0.3721
H -3.599 -1.837 1.048 -0.6615
H -4.150 -0.562 3.708 0.3865
H -3.679 0.347 2.220 0.3632
H -0.543 0.054 3.907 -0.2746
H -2.133 0.767 4.245 0.4079
H -1.405 0.958 2.658 0.1079
H -3.308 -3.177 3.151 0.3363
H -4.103 -3.692 1.924 0.3119
C -2.114 0.096 -1.242 0.2479
C -0.772 0.198 -2.094 -0.0350
C 0.548 0.159 -1.263 0.1478
O 0.644 1.297 -0.413 0.6953
C 1.680 1.212 0.565 -0.9156
N -0.761 -0.931 -2.907 -0.2925
H -2.033 -0.821 -0.658 -0.7821
H -2.961 0.044 -1.927 0.0096
H -2.070 0.890 -0.497 0.1519
H -0.820 1.090 -2.719 0.1395
H 1.450 0.168 -1.875 -0.0811
H 0.497 -0.705 -0.601 -0.5811
H 1.545 0.402 1.282 0.2777
H 1.751 2.157 1.104 -0.0975
H 2.653 1.148 0.077 0.3346
H -0.834 -1.797 -2.394 0.2957
H -1.576 -0.853 -3.499 0.5186
C 4.534 -3.329 0.180 -1.7426
C 3.336 -2.486 -0.266 1.4142
C 3.209 -2.435 -1.813 0.1953
O 4.204 -1.577 -2.438 -0.3996
C 3.649 -1.096 -3.704 -0.4439
N 2.234 -3.226 0.314 -0.6348
H 4.573 -3.507 1.255 0.3735
H 5.466 -2.954 -0.243 0.3700
H 4.526 -4.313 -0.288 0.4175
H 3.300 -1.480 0.152 -0.4242
H 2.175 -2.224 -2.088 -0.3098
H 3.259 -3.426 -2.265 0.3361
H 2.709 -0.581 -3.508 0.0917
H 3.471 -1.806 -4.512 0.2727
H 4.386 -0.431 -4.154 0.2812
H 1.459 -2.603 0.138 0.1323
H 2.401 -3.222 1.310 0.1758
C 1.951 -2.247 4.615 -1.5547
C 2.143 -0.913 5.350 0.6575
C 3.270 -0.972 6.411 -0.9017
O 3.187 -1.959 7.417 -0.4278
C 2.013 -1.978 8.220 -0.7106
N 2.329 0.068 4.301 0.4301
H 2.788 -2.816 4.210 0.3396
H 1.208 -2.195 3.818 0.2876
H 1.598 -3.008 5.311 0.4874
H 1.208 -0.626 5.831 0.4589
H 3.310 -0.025 6.949 0.4742
H 4.257 -0.918 5.952 0.2706
H 2.159 -2.606 9.100 0.2634
H 1.269 -2.519 7.635 0.2525
H 1.603 -0.995 8.451 0.3022
H 2.772 0.886 4.694 0.2366
H 3.028 -0.259 3.650 -0.4517
C -3.941 0.585 -5.135 -0.4661
O -3.068 -0.441 -4.687 -0.4385
H -4.500 0.966 -4.280 0.0601
H -3.337 1.400 -5.536 0.2319
H -4.595 0.132 -5.880 0.2794
H -2.747 -0.873 -5.482 0.2186
C 5.500 0.454 1.405 -0.8222
O 4.699 -0.396 2.266 -0.2874
H 4.871 1.146 0.845 0.2845
H 6.192 1.025 2.025 0.3410
H 6.055 -0.135 0.675 0.2851
H 5.272 -0.954 2.797 0.1779
C -5.954 -0.649 -2.328 0.0441
O -7.195 -0.802 -1.732 -0.5892
H -5.554 0.362 -2.253 -0.2304
H -5.177 -1.282 -1.898 0.1858
H -6.116 -0.709 -3.405 0.2621
H -7.255 -1.637 -1.263 0.3450
C -1.358 -3.644 -0.140 -0.6552
O -1.062 -3.396 -1.511 -0.4506
H -1.457 -2.721 0.430 0.1195
H -2.256 -4.213 0.103 0.2737
H -0.471 -4.151 0.239 0.3364
H -0.975 -4.270 -1.900 0.2430
```

The charge is 0. For the molar mass, the calculation gives 841.272 g mol⁻¹. As for the SMILES: COC[C@H](C)N.COC[C@H](C)N.COC[C@H](C)N.COC[C@H](C)N.COC[C@H](C)N.COC[C@H](C)N.COC[C@H](C)N.COC[C@H](C)N.CO.CO.CO.CO. The value obtained for the frontier orbital gap is 0.3172 Ha. The multiplicity is 1.

***

Record 2
Computed, not measured: a 12-piece molecular cluster, C36H104N8O12 overall at a distorted geometry, with the ωB97M-V functional and the def2-TZVPD basis.

```
160
Properties=species:S:1:pos:R:3:mulliken_charge:R:1
C -0.491 4.338 -2.677 -0.7399
C -0.916 5.788 -2.219 0.4486
C -2.490 5.955 -2.033 -0.5905
O -3.217 5.526 -3.243 -0.3184
C -4.577 5.504 -3.023 -0.7239
N -0.320 6.164 -0.961 -0.4153
H -0.983 4.046 -3.604 0.5194
H -0.876 3.572 -2.004 -0.1864
H 0.578 4.217 -2.853 0.1528
H -0.546 6.485 -2.971 0.2444
H -2.679 6.990 -1.745 0.3991
H -2.759 5.283 -1.218 0.1521
H -4.999 6.460 -2.714 0.3324
H -4.732 4.809 -2.198 0.2740
H -5.063 5.149 -3.932 0.2483
H 0.656 5.905 -0.934 -0.1933
H -0.420 7.161 -0.834 0.2872
C 1.830 3.280 3.335 -1.3095
C 1.547 4.138 2.045 0.4494
C 2.510 3.860 0.848 -0.1222
O 2.415 4.577 -0.376 0.2374
C 2.914 5.940 -0.303 -1.1598
N 0.233 3.957 1.573 -0.2093
H 1.893 2.203 3.183 0.0520
H 1.055 3.487 4.074 0.3492
H 2.722 3.620 3.861 0.5302
H 1.782 5.178 2.274 0.4332
H 2.259 2.818 0.650 -0.7007
H 3.552 3.743 1.145 0.3711
H 2.628 6.463 0.610 0.3034
H 2.436 6.578 -1.046 0.4845
H 3.990 6.045 -0.440 0.2758
H 0.089 4.663 0.866 0.0596
H -0.485 4.160 2.254 -0.1559
C -0.196 -0.176 -4.619 -0.8542
C -1.109 -1.379 -4.629 0.3168
C -1.667 -1.796 -3.237 -0.6708
O -0.599 -2.189 -2.409 -0.2345
C -1.010 -2.456 -1.085 0.0157
N -2.223 -1.247 -5.519 -0.8089
H 0.431 -0.165 -5.511 0.3831
H 0.466 -0.176 -3.754 -0.0127
H -0.729 0.771 -4.545 0.0486
H -0.558 -2.276 -4.910 0.3703
H -2.346 -2.642 -3.346 0.4910
H -2.190 -0.970 -2.753 0.0616
H -1.598 -1.723 -0.531 -0.4142
H -0.130 -2.556 -0.451 -0.0367
H -1.571 -3.390 -1.066 0.5635
H -2.847 -1.905 -5.074 0.3603
H -2.735 -0.387 -5.384 0.4614
C -4.411 -1.430 1.557 -1.3363
C -4.948 -0.915 0.210 0.3347
C -4.077 0.211 -0.390 0.5335
O -4.046 1.361 0.525 -0.4766
C -3.038 2.329 0.267 0.1340
N -5.049 -2.041 -0.680 -0.6063
H -3.382 -1.763 1.424 0.0151
H -4.977 -2.220 2.051 0.4859
H -4.475 -0.626 2.290 0.2801
H -5.967 -0.541 0.309 0.4146
H -4.395 0.595 -1.359 0.1003
H -3.086 -0.197 -0.591 -0.4619
H -3.282 3.179 0.904 0.3834
H -3.063 2.620 -0.783 -0.1274
H -2.045 2.057 0.623 -0.2641
H -5.159 -1.669 -1.613 0.1979
H -5.876 -2.603 -0.539 0.2532
C -0.635 -1.649 2.887 -0.9835
C -1.029 -0.588 3.917 1.1020
C -1.270 -1.075 5.339 -1.2198
O -2.427 -1.828 5.305 -0.2224
C -2.531 -2.551 6.482 -0.8926
N 0.147 0.246 4.016 -0.3484
H -0.419 -1.188 1.923 -0.6013
H -1.308 -2.501 2.797 0.4720
H 0.249 -2.179 3.241 0.4141
H -1.898 -0.017 3.590 0.1075
H -1.314 -0.190 5.974 0.3842
H -0.360 -1.621 5.588 0.3676
H -1.596 -3.000 6.816 0.3573
H -3.298 -3.282 6.227 0.2412
H -2.831 -1.899 7.304 0.3218
H 0.941 -0.267 4.370 0.3419
H 0.385 0.690 3.140 -0.4189
C 3.678 -0.355 -2.720 -1.0528
C 4.870 0.240 -1.969 1.2323
C 5.516 -0.535 -0.784 -1.3988
O 4.572 -1.068 0.138 -0.2519
C 3.958 -0.063 0.960 -0.5706
N 5.889 0.578 -2.919 -0.8232
H 3.149 0.378 -3.328 0.6036
H 2.927 -0.640 -1.983 -0.2054
H 3.922 -1.244 -3.301 0.4515
H 4.624 1.268 -1.700 -0.0409
H 6.243 0.044 -0.214 0.4826
H 6.027 -1.375 -1.256 0.4359
H 3.310 -0.527 1.704 0.1831
H 3.449 0.650 0.312 0.0912
H 4.700 0.553 1.468 0.3979
H 5.602 1.277 -3.589 0.2908
H 6.673 0.983 -2.428 0.2592
C 2.529 -4.141 -0.007 -0.6179
C 3.563 -4.689 -1.013 0.4668
C 3.033 -5.659 -2.063 -1.1001
O 2.563 -6.939 -1.651 -0.3667
C 3.578 -7.915 -1.222 -0.7543
N 4.129 -3.540 -1.739 -0.5688
H 1.806 -3.622 -0.636 -0.1471
H 3.019 -3.570 0.782 0.4864
H 2.058 -5.038 0.396 0.1781
H 4.328 -5.092 -0.350 0.4652
H 3.770 -5.861 -2.840 0.5010
H 2.200 -5.230 -2.620 0.1935
H 4.371 -8.007 -1.964 0.3266
H 3.185 -8.931 -1.188 0.2802
H 4.116 -7.513 -0.364 0.2854
H 3.344 -2.969 -2.017 0.1108
H 4.580 -2.971 -1.037 0.1659
C -1.593 -5.849 4.796 -1.1509
C -0.365 -6.444 4.091 0.3935
C 0.003 -5.683 2.750 0.2489
O -0.688 -6.199 1.656 -0.3830
C -1.752 -5.393 1.191 -0.0857
N 0.738 -6.406 5.044 -0.7447
H -2.485 -5.905 4.172 0.3002
H -1.390 -4.780 4.858 0.0598
H -1.833 -6.279 5.769 0.4186
H -0.607 -7.493 3.918 0.2672
H 1.053 -5.861 2.519 0.4314
H -0.079 -4.604 2.877 -0.4656
H -2.636 -5.427 1.829 0.2123
H -2.009 -5.762 0.198 0.3706
H -1.480 -4.346 1.055 -0.2550
H 0.476 -6.923 5.872 0.2876
H 0.919 -5.455 5.332 0.2485
C -3.512 1.974 -4.016 -0.3100
O -3.733 1.005 -5.013 -0.5656
H -4.314 1.996 -3.278 0.1699
H -2.611 1.643 -3.499 -0.1378
H -3.499 3.011 -4.351 0.5067
H -4.123 1.439 -5.776 0.2911
C 0.463 0.774 -0.277 -0.5916
O 0.454 1.217 1.104 1.6268
H -0.572 0.741 -0.617 -0.0654
H 0.970 1.469 -0.945 0.3730
H 0.809 -0.242 -0.466 -0.0908
H 0.381 2.173 1.166 -0.3778
C 3.349 5.304 -3.834 -0.2568
O 4.332 5.480 -4.810 -0.5372
H 2.962 4.294 -3.971 0.1568
H 3.672 5.431 -2.801 0.1200
H 2.467 5.939 -3.914 0.2101
H 4.322 6.397 -5.091 0.3094
C -1.897 3.260 3.928 -0.6869
O -1.663 4.609 3.787 -0.5880
H -2.710 2.797 3.370 0.3217
H -1.055 2.601 3.717 0.0955
H -2.151 3.001 4.956 0.4790
H -2.349 5.167 4.160 0.3024
```

The charge is 0. For the molar mass, the calculation gives 841.272 g mol⁻¹. As for the SMILES: COC[C@H](C)N.COC[C@H](C)N.COC[C@H](C)N.COC[C@H](C)N.COC[C@H](C)N.COC[C@H](C)N.COC[C@H](C)N.COC[C@H](C)N.CO.CO.CO.CO. The value obtained for the frontier orbital gap is 0.3302 Ha. The multiplicity is 1.

***

Question: Which value of multiplicity does entry 1 give?
Answer: 1

***

Question: What is the formula in the first record?
Answer: C36H104N8O12